1.
Formula: C30H65N4O2S
Source: OMol25
Level of theory: the ωB97M-V functional and the def2-TZVPD basis

Output
Kohn-Sham gap in eV: 5.3
F_max in eV/A: 6.918
Charge: +1
HOMO in eV: -9.55
Calculated total energy in hartree: -1949.084263
Multiplicity: 1

Each line ends with the Löwdin charge.
Cartesian coordinates (Å):
C1 1.607 -6.951 3.717  -0.158
C2 0.729 -5.543 3.504  -0.259
C3 -0.248 -5.819 2.213  -0.240
C4 -0.485 -4.483 1.254  -0.221
C5 -0.895 -5.082 -0.242  -0.214
C6 -1.111 -3.917 -1.381  -0.206
C7 -0.365 -4.419 -2.766  -0.197
C8 0.648 -3.215 -3.327  -0.209
C9 2.042 -3.783 -3.975  -0.212
C10 3.374 -3.572 -3.005  -0.184
C11 4.045 -2.049 -3.173  -0.125
C12 3.513 -1.062 -1.977  -0.212
O1 2.297 -0.354 -2.443  -0.155
C13 2.621 0.733 -3.378  -0.069
C14 3.520 1.840 -2.547  -0.208
O2 3.957 2.844 -3.574  -0.166
C15 3.771 4.216 -3.071  -0.227
C16 2.269 4.828 -3.434  -0.087
N1 4.794 1.272 -1.961  0.132
C17 4.654 -0.089 -1.316  -0.253
N2 6.039 -0.689 -1.222  0.035
C18 6.140 -1.518 -0.131  -0.521
S1 6.367 -2.912 0.872  0.691
H1 0.876 -7.815 3.344  0.080
H2 1.968 -7.098 4.823  0.075
H3 2.498 -6.949 2.931  0.078
H4 0.061 -5.455 4.471  0.106
H5 1.443 -4.609 3.371  0.104
H6 0.335 -6.598 1.522  0.104
H7 -1.312 -6.236 2.504  0.127
H8 -1.343 -3.856 1.745  0.099
H9 0.478 -3.791 1.222  0.108
H10 -0.088 -5.882 -0.529  0.100
H11 -1.958 -5.602 -0.100  0.127
H12 -0.794 -2.842 -1.026  0.102
H13 -2.272 -3.849 -1.633  0.116
H14 0.336 -5.359 -2.603  0.103
H15 -1.136 -4.648 -3.627  0.116
H16 0.087 -2.626 -4.197  0.120
H17 0.874 -2.541 -2.398  0.084
H18 2.229 -3.232 -5.017  0.112
H19 1.924 -4.935 -4.265  0.120
H20 4.189 -4.328 -3.440  0.120
H21 3.196 -3.873 -1.888  0.114
H22 3.732 -1.707 -4.265  0.118
H23 5.203 -2.220 -3.203  0.114
H24 3.142 -1.779 -1.098  0.174
H25 3.255 0.419 -4.310  0.146
H26 1.609 1.235 -3.739  0.172
H27 2.833 2.393 -1.751  0.196
H28 4.027 4.347 -1.936  0.127
H29 4.534 4.896 -3.687  0.144
H30 1.643 4.086 -4.118  0.099
H31 1.682 5.052 -2.427  0.073
H32 2.365 5.876 -3.984  0.098
H33 5.590 1.276 -2.650  0.206
H34 5.086 1.940 -1.186  0.205
H35 4.304 0.115 -0.193  0.186
C19 -1.197 -0.715 2.842  -0.094
C20 -2.525 -1.165 3.445  -0.270
N3 -2.848 -0.527 4.724  -0.189
C21 -3.980 -1.154 5.415  -0.250
C22 -5.346 -1.078 4.742  -0.092
C23 -2.851 0.938 4.736  -0.249
C24 -3.799 1.649 3.775  -0.088
H36 -0.369 -0.880 3.539  0.080
H37 -0.990 -1.290 1.933  0.053
H38 -1.212 0.342 2.560  0.060
H39 -2.448 -2.248 3.603  0.111
H40 -3.318 -1.012 2.705  0.097
H41 -4.062 -0.741 6.428  0.114
H42 -3.737 -2.213 5.566  0.109
H43 -5.791 -0.085 4.840  0.056
H44 -6.033 -1.781 5.226  0.074
H45 -5.307 -1.342 3.682  0.067
H46 -1.835 1.286 4.529  0.097
H47 -3.053 1.295 5.755  0.118
H48 -3.802 1.201 2.779  0.067
H49 -3.489 2.693 3.661  0.066
H50 -4.822 1.663 4.156  0.057
C25 -0.796 3.459 -1.309  -0.093
C26 -1.376 4.825 -1.669  -0.275
N4 -2.710 5.073 -1.115  -0.187
C27 -3.359 6.261 -1.679  -0.247
C28 -2.713 7.615 -1.402  -0.091
C29 -2.848 4.922 0.335  -0.247
C30 -1.965 5.793 1.223  -0.086
H51 -1.465 2.650 -1.620  0.085
H52 0.162 3.317 -1.821  0.032
H53 -0.607 3.364 -0.236  0.066
H54 -1.439 4.861 -2.764  0.119
H55 -0.663 5.600 -1.370  0.087
H56 -4.405 6.296 -1.349  0.116
H57 -3.415 6.131 -2.766  0.109
H58 -2.903 7.952 -0.380  0.057
H59 -3.144 8.370 -2.068  0.075
H60 -1.634 7.609 -1.575  0.066
H61 -2.659 3.876 0.592  0.096
H62 -3.897 5.080 0.621  0.120
H63 -0.934 5.848 0.866  0.066
H64 -1.938 5.376 2.235  0.070
H65 -2.359 6.808 1.310  0.058

***

2.
Formula: C30H66BaCl8F6NO14S2
Source: OMol25
Level of theory: the ωB97M-V functional and the def2-TZVPD basis

Output
Kohn-Sham gap in eV: 5.3
F_max in eV/A: 4.736
Charge: +1
HOMO in eV: -10.34
Calculated total energy in hartree: -7392.756235
Multiplicity: 1

Each line ends with the Löwdin charge.
Cartesian coordinates (Å):
Ba1 14.390 0.867 -9.940  1.762
C1 12.179 -2.953 -6.006  -0.633
F1 11.985 -3.687 -7.102  0.130
F2 11.397 -3.530 -5.059  0.115
F3 13.424 -3.129 -5.588  0.137
S1 11.597 -1.129 -6.252  0.648
O1 11.163 -1.010 -7.655  -0.380
O2 10.477 -0.870 -5.365  -0.291
N1 13.018 -0.164 -6.112  -0.344
S2 13.318 -0.161 -4.549  0.600
O3 12.690 -1.157 -3.629  -0.310
O4 14.778 0.015 -4.397  -0.335
C2 12.607 1.601 -4.033  -0.606
F4 12.893 2.481 -4.974  0.121
F5 11.291 1.676 -3.717  0.114
F6 13.249 1.969 -2.889  0.098
Cl1 17.452 6.979 -2.513  0.508
C3 16.374 7.610 -1.223  -0.654
C4 15.798 8.965 -1.540  -0.622
Cl2 14.621 8.952 -2.940  0.486
H1 16.922 7.491 -0.289  0.075
H2 15.584 6.878 -1.059  0.068
H3 16.570 9.713 -1.715  0.070
H4 15.231 9.370 -0.701  0.070
Cl3 6.010 5.529 -1.242  0.534
C5 7.454 6.251 -2.051  -0.627
C6 7.228 5.870 -3.545  -0.713
Cl4 8.675 6.348 -4.416  0.548
H5 8.322 5.671 -1.738  0.059
H6 7.667 7.306 -1.877  0.076
H7 6.384 6.324 -4.064  0.065
H8 7.088 4.791 -3.621  0.057
Cl5 12.378 0.242 5.116  0.526
C7 12.001 -0.929 3.837  -0.648
C8 12.387 -0.339 2.462  -0.666
Cl6 11.643 1.254 2.103  0.513
H9 10.940 -1.166 3.911  0.068
H10 12.612 -1.815 4.009  0.070
H11 12.220 -1.050 1.654  0.069
H12 13.473 -0.333 2.365  0.068
Cl7 4.938 -0.389 -1.842  0.487
C9 6.722 0.051 -1.878  -0.611
C10 7.624 -1.109 -1.568  -0.667
Cl8 7.566 -1.683 0.122  0.521
H13 6.911 0.948 -1.288  0.074
H14 6.922 0.317 -2.916  0.064
H15 8.685 -0.886 -1.677  0.066
H16 7.425 -1.996 -2.169  0.067
C11 18.513 3.724 -9.308  -0.085
O5 17.290 3.283 -8.732  -0.225
C12 16.859 4.191 -7.794  -0.224
C13 16.131 5.388 -8.456  -0.136
O6 15.018 4.782 -9.220  -0.232
C14 14.366 5.831 -9.934  -0.108
H17 18.881 2.853 -9.851  0.087
H18 19.304 3.923 -8.585  0.103
H19 18.383 4.508 -10.054  0.093
H20 17.681 4.358 -7.097  0.136
H21 16.103 3.660 -7.215  0.126
H22 16.765 5.899 -9.180  0.114
H23 15.804 6.097 -7.696  0.135
H24 13.679 5.287 -10.583  0.078
H25 14.968 6.412 -10.634  0.095
H26 13.772 6.434 -9.248  0.099
C15 17.466 -2.310 -8.298  -0.102
O7 16.646 -2.322 -9.442  -0.214
C16 16.515 -3.660 -9.934  -0.173
C17 15.509 -3.531 -11.104  -0.233
O8 14.317 -3.031 -10.603  -0.219
C18 13.179 -3.638 -11.270  -0.069
H27 16.913 -2.864 -7.540  0.100
H28 17.577 -1.297 -7.911  0.085
H29 18.474 -2.711 -8.404  0.098
H30 16.132 -4.425 -9.258  0.136
H31 17.405 -4.155 -10.322  0.130
H32 15.361 -4.439 -11.690  0.128
H33 15.817 -2.806 -11.857  0.120
H34 13.325 -3.542 -12.346  0.079
H35 12.231 -3.142 -11.063  0.094
H36 13.096 -4.724 -11.240  0.097
C19 16.918 9.143 4.694  -0.095
O9 16.966 7.826 4.206  -0.186
C20 16.928 6.783 5.138  -0.219
C21 17.781 5.555 4.690  -0.142
O10 17.416 5.171 3.334  -0.194
C22 16.165 4.712 3.240  -0.181
H37 15.850 9.308 4.837  0.091
H38 17.350 9.789 3.930  0.089
H39 17.487 9.270 5.615  0.086
H40 15.962 6.462 5.527  0.123
H41 17.566 7.060 5.978  0.113
H42 17.763 4.661 5.313  0.122
H43 18.836 5.822 4.623  0.122
H44 15.996 4.113 4.135  0.093
H45 16.029 4.156 2.313  0.092
H46 15.439 5.520 3.145  0.086
C23 2.864 -1.399 -8.396  -0.091
O11 4.113 -2.111 -8.463  -0.192
C24 4.591 -2.554 -7.200  -0.214
C25 5.854 -3.318 -7.308  -0.236
O12 5.556 -4.441 -8.089  -0.157
C26 6.680 -5.262 -8.111  -0.130
H47 2.420 -1.392 -9.391  0.089
H48 3.102 -0.413 -7.997  0.079
H49 2.175 -1.773 -7.639  0.081
H50 3.811 -3.164 -6.743  0.131
H51 4.755 -1.640 -6.630  0.126
H52 6.143 -3.679 -6.321  0.123
H53 6.753 -2.780 -7.610  0.129
H54 6.525 -6.171 -8.692  0.088
H55 6.839 -5.581 -7.081  0.089
H56 7.571 -4.822 -8.561  0.086
C27 10.202 2.596 -9.579  -0.092
O13 10.808 2.142 -10.780  -0.247
C28 9.878 1.791 -11.807  -0.167
C29 10.575 1.463 -13.199  -0.103
O14 11.782 0.596 -13.082  -0.219
C30 12.409 0.397 -14.309  -0.151
H57 9.586 1.826 -9.113  0.102
H58 9.651 3.533 -9.657  0.097
H59 11.047 2.809 -8.925  0.080
H60 9.086 2.538 -11.862  0.127
H61 9.288 0.953 -11.435  0.124
H62 10.794 2.345 -13.800  0.121
H63 9.782 0.875 -13.661  0.123
H64 11.975 -0.216 -15.099  0.098
H65 13.339 -0.144 -14.133  0.076
H66 12.758 1.342 -14.725  0.090